{"formula": "C4H8N2O2", "method": "ωB97M-V/def2-TZVPD", "elements": ["C", "C", "N", "C", "C", "O", "N", "O", "H", "H", "H", "H", "H", "H", "H", "H"], "coordinates": [[1.36120, 1.50005, 1.09522], [-0.44897, -1.13505, -1.86586], [0.80207, 0.30805, 0.46855], [-0.56160, 0.24908, 0.25671], [-1.14085, -0.54744, -0.67662], [-1.34821, 0.86223, 1.21273], [1.41131, -1.00363, 0.73251], [0.72225, -1.86082, 1.24742], [-2.27530, 0.63477, 1.04285], [-2.22490, -0.59274, -0.72117], [1.21329, 1.48310, 2.18162], [0.89447, 2.40231, 0.68409], [2.43672, 1.55468, 0.89775], [0.59689, -0.82786, -1.94030], [-0.49587, -2.22669, -1.83069], [-0.94250, -0.80004, -2.78482]], "relative_energy_kcal_mol": 113.2, "charge": 0, "orbital_gap_ev": [8.3513, 8.3508], "e_homo_ev": [-8.38, -8.38], "smiles": "C/C=C(/O)N(C)N=O", "spin_multiplicity": 1}

=====

{"formula": "C4H14N2", "method": "ωB97M-V/def2-TZVPD", "elements": ["C", "C", "C", "C", "N", "N", "H", "H", "H", "H", "H", "H", "H", "H", "H", "H", "H", "H", "H", "H"], "coordinates": [[-0.46115, -1.77062, 0.96472], [-0.43641, -0.90839, -0.25281], [0.69224, 0.24143, -0.07655], [-0.14849, 1.40509, 0.58120], [0.37979, 2.87965, 0.18001], [-0.11851, -1.72487, -1.60674], [-0.35314, -1.20706, 1.88959], [0.33007, -2.63451, 1.02372], [-1.46075, -2.23633, 1.09003], [-1.37548, -0.37982, -0.49987], [1.43146, -0.14695, 0.61525], [1.13593, 0.08776, -1.05995], [0.05774, 1.43563, 1.66025], [-1.25576, 1.37024, 0.57233], [1.39742, 2.87106, 0.15319], [0.10916, 3.45276, 1.04859], [0.11139, 3.41744, -0.63125], [-0.66988, -2.64749, -1.63503], [-0.17687, -1.28056, -2.50300], [0.81123, -2.22446, -1.51367]], "relative_energy_kcal_mol": 44.8, "charge": 2, "orbital_gap_ev": 12.7906, "e_homo_ev": -19.73, "smiles": "C[C@H]([NH3+])CC[NH3+]", "spin_multiplicity": 1}

=====

{"formula": "C8H14N2O2", "method": "ωB97M-V/def2-TZVPD", "elements": ["C", "C", "C", "C", "C", "C", "C", "C", "N", "N", "O", "O", "H", "H", "H", "H", "H", "H", "H", "H", "H", "H", "H", "H", "H", "H"], "coordinates": [[-0.81829, 0.43228, 1.83397], [1.75534, 0.64921, -0.64714], [-1.82805, 1.18024, 1.07499], [0.78815, -0.55458, 0.27472], [-1.65759, 2.76838, 1.20028], [0.32205, -1.58408, -1.89765], [2.24396, -2.45207, -0.27797], [0.77487, -1.89340, -0.42306], [0.14523, -0.04921, 1.22755], [-1.85982, 0.73927, -0.27450], [2.89152, 0.66713, -0.34108], [0.92439, 1.25814, -1.27343], [-0.72397, 0.79335, 2.82376], [-2.79156, 1.03183, 1.74434], [-2.52288, 3.27832, 0.90702], [-0.83902, 3.31064, 0.51440], [-1.51447, 2.90505, 2.21945], [1.00033, -0.81270, -2.13116], [-0.67288, -1.26570, -1.76423], [0.48086, -2.42488, -2.46519], [2.00377, -3.46599, -0.35621], [2.65626, -2.05671, 0.59608], [2.69616, -2.05235, -1.11705], [0.12897, -2.52451, 0.20257], [-2.56120, 1.07018, -0.91462], [-1.02212, 1.05216, -0.73582]], "relative_energy_kcal_mol": 69.6, "charge": 0, "orbital_gap_ev": [8.8152, 8.8158], "e_homo_ev": [-8.55, -8.55], "spin_multiplicity": 1}